Record 1
{"formula": "C31H21N5PbS7", "method": "the ωB97M-V functional and the def2-TZVPD basis", "gap_ha": 0.2543, "e_homo_ha": -0.2789, "multiplicity": 1, "lumo_ev": -0.671, "symbols": ["Pb", "S", "C", "C", "C", "C", "C", "C", "S", "C", "C", "C", "C", "C", "C", "C", "S", "C", "C", "C", "C", "C", "C", "S", "N", "H", "H", "H", "H", "H", "H", "H", "H", "H", "H", "H", "H", "H", "H", "H", "S", "C", "C", "C", "C", "N", "C", "C", "C", "S", "C", "N", "H", "H", "S", "C", "N", "C", "C", "C", "N", "H", "H", "H", "H"], "xyz": [[-1.187, -0.017, 0.767], [-0.736, 1.942, 2.453], [0.489, 1.392, 3.590], [0.848, 2.309, 4.593], [1.796, 2.012, 5.552], [2.432, 0.775, 5.559], [2.098, -0.149, 4.589], [1.152, 0.155, 3.606], [0.857, -1.136, 2.403], [2.324, -0.956, 1.327], [2.279, -0.274, -0.028], [3.530, -0.058, -0.608], [3.609, 0.610, -1.809], [2.436, 0.987, -2.441], [1.223, 0.652, -1.861], [-0.047, 0.863, -2.640], [-0.998, 2.374, -2.206], [-3.317, 0.477, -2.667], [-3.365, 1.223, -3.854], [-3.461, 0.642, -5.097], [-3.461, -0.742, -5.181], [-3.539, -1.478, -4.020], [-3.586, -0.913, -2.728], [-2.431, -2.563, -0.745], [1.149, 0.064, -0.654], [0.354, 3.273, 4.593], [2.036, 2.749, 6.311], [3.167, 0.532, 6.316], [2.571, -1.125, 4.579], [2.701, -1.970, 1.186], [3.036, -0.408, 1.941], [4.423, -0.406, -0.103], [4.572, 0.822, -2.261], [2.450, 1.514, -3.387], [-0.713, 0.009, -2.501], [0.189, 0.945, -3.698], [-3.268, 2.296, -3.781], [-3.499, 1.259, -5.985], [-3.433, -1.250, -6.136], [-3.558, -2.557, -4.107], [-4.133, -0.134, 0.592], [-4.057, -1.716, -0.165], [-4.799, -2.726, 0.615], [-5.423, -3.780, 0.074], [-6.069, -4.764, 0.900], [-6.567, -5.573, 1.550], [-5.509, -3.874, -1.379], [-4.874, -2.989, -2.159], [-3.954, -1.939, -1.656], [-2.695, 1.452, -1.264], [-6.374, -4.854, -1.985], [-7.055, -5.639, -2.479], [-4.838, -2.559, 1.683], [-5.112, -3.002, -3.211], [2.501, 3.224, 1.148], [4.041, 2.751, 1.498], [5.112, 3.476, 0.976], [6.406, 3.170, 1.190], [6.724, 2.107, 1.964], [5.630, 1.389, 2.504], [4.373, 1.678, 2.293], [4.846, 4.267, 0.411], [7.145, 3.810, 0.727], [7.746, 1.827, 2.161], [5.816, 0.531, 3.146]], "nbo_charge": [1.087, -0.342, -0.169, -0.211, -0.185, -0.241, -0.226, -0.138, 0.245, -0.579, 0.253, -0.256, -0.141, -0.247, 0.232, -0.576, 0.068, -0.062, -0.232, -0.212, -0.206, -0.204, -0.070, 0.045, -0.488, 0.227, 0.215, 0.214, 0.216, 0.242, 0.278, 0.221, 0.220, 0.224, 0.253, 0.236, 0.232, 0.221, 0.221, 0.218, -0.295, -0.262, -0.015, -0.202, 0.269, -0.283, -0.135, -0.103, -0.173, 0.140, 0.279, -0.286, 0.240, 0.235, -0.136, 0.199, -0.538, 0.106, -0.375, 0.135, -0.481, 0.436, 0.224, 0.240, 0.201]}


Record 2
{"formula": "C31H21N6O7PtS", "method": "the ωB97M-V functional and the def2-TZVPD basis", "gap_ha": 0.2304, "e_homo_ha": -0.3909, "charge": 1, "multiplicity": 1, "relative_energy_kcal_mol": 0.00, "lumo_ev": -4.366, "symbols": ["Pt", "O", "C", "O", "C", "C", "C", "N", "C", "C", "C", "C", "C", "C", "C", "N", "C", "C", "C", "C", "C", "N", "H", "H", "H", "H", "H", "H", "H", "H", "H", "H", "O", "S", "O", "N", "C", "C", "C", "C", "C", "C", "C", "C", "N", "C", "C", "C", "C", "C", "C", "C", "H", "H", "H", "H", "H", "H", "H", "H", "H", "H", "H", "O", "N", "O", "O"], "xyz": [[-0.223, -0.279, 0.422], [-3.722, 5.303, 2.130], [-3.733, 4.226, 2.723], [-4.484, 3.693, 3.556], [-2.639, 3.227, 2.232], [-2.348, 2.112, 3.015], [-1.571, 1.114, 2.479], [-1.131, 1.251, 1.218], [-1.345, 2.322, 0.447], [-2.088, 3.366, 0.961], [-0.796, 2.166, -0.916], [-0.843, 3.147, -1.882], [-0.361, 2.870, -3.153], [0.161, 1.619, -3.430], [0.200, 0.676, -2.421], [-0.262, 0.949, -1.204], [-1.190, -0.168, 3.096], [-1.491, -0.506, 4.400], [-1.045, -1.716, 4.907], [-0.307, -2.565, 4.098], [-0.045, -2.183, 2.798], [-0.480, -1.020, 2.314], [-2.830, 2.045, 3.982], [-2.320, 4.267, 0.408], [-1.267, 4.112, -1.643], [-0.402, 3.628, -3.922], [0.536, 1.366, -4.410], [0.596, -0.317, -2.579], [-2.056, 0.182, 5.012], [-1.266, -1.989, 5.930], [0.067, -3.511, 4.460], [0.525, -2.809, 2.127], [-2.934, 0.499, -1.291], [-3.258, -0.820, -0.831], [-3.632, -1.844, -1.756], [-1.892, -1.365, -0.028], [-1.552, -2.727, -0.164], [-2.418, -3.791, -0.125], [-1.961, -5.101, -0.375], [-0.649, -5.369, -0.652], [0.282, -4.308, -0.658], [1.666, -4.459, -0.899], [2.503, -3.375, -0.852], [1.976, -2.117, -0.535], [0.684, -1.955, -0.322], [-0.186, -3.008, -0.396], [-4.527, -0.649, 0.378], [-5.433, -1.674, 0.600], [-6.436, -1.482, 1.541], [-6.533, -0.277, 2.226], [-5.644, 0.760, 1.963], [-4.642, 0.573, 1.026], [-3.468, -3.630, 0.071], [-2.681, -5.908, -0.353], [-0.313, -6.377, -0.857], [2.057, -5.445, -1.116], [3.565, -3.471, -1.029], [2.597, -1.236, -0.430], [-5.376, -2.588, 0.024], [-7.155, -2.269, 1.723], [-7.326, -0.133, 2.947], [-5.742, 1.723, 2.452], [-3.992, 1.390, 0.759], [1.596, 0.599, 0.653], [2.080, 1.031, 1.843], [3.219, 1.390, 1.804], [1.321, 1.065, 2.787]], "nbo_charge": [1.517, -0.683, 0.732, -0.717, 0.021, -0.199, 0.252, -0.419, 0.177, -0.193, 0.219, -0.187, -0.097, -0.224, 0.094, -0.401, 0.201, -0.192, -0.103, -0.218, 0.074, -0.414, 0.277, 0.278, 0.256, 0.249, 0.252, 0.223, 0.257, 0.249, 0.250, 0.224, -0.962, 2.339, -0.915, -0.885, 0.118, -0.180, -0.166, -0.188, -0.104, -0.064, -0.270, 0.094, -0.488, 0.195, -0.373, -0.181, -0.205, -0.188, -0.139, -0.213, 0.239, 0.239, 0.235, 0.241, 0.253, 0.252, 0.231, 0.229, 0.232, 0.257, 0.227, -0.589, 0.732, -0.327, -0.432]}


Record 3
{"formula": "C31H22Br4CrN6O2STe", "method": "the ωB97M-V functional and the def2-TZVPD basis", "gap_ha": [0.2200, 0.2202], "s2": 0.785, "e_homo_ha": [-0.1736, -0.1741], "charge": -1, "multiplicity": 2, "relative_energy_kcal_mol": 12.80, "lumo_ev": [1.263, 1.253], "symbols": ["Cr", "C", "C", "C", "C", "C", "C", "N", "N", "C", "C", "C", "C", "C", "C", "H", "H", "H", "H", "H", "H", "H", "H", "H", "Br", "C", "C", "Br", "C", "Br", "C", "O", "C", "O", "C", "Br", "C", "Te", "C", "H", "H", "H", "H", "H", "H", "N", "C", "C", "C", "C", "C", "C", "C", "N", "C", "C", "N", "C", "H", "H", "H", "H", "H", "H", "H", "S", "C", "N"], "xyz": [[0.239, 0.382, 0.035], [4.281, 0.709, 4.134], [3.779, 1.654, 3.252], [3.070, 1.265, 2.123], [2.870, -0.085, 1.874], [3.381, -1.042, 2.751], [4.083, -0.641, 3.876], [2.052, -0.504, 0.764], [2.361, -1.655, 0.354], [1.421, -2.184, -0.516], [1.713, -3.401, -1.150], [0.778, -3.933, -2.003], [-0.430, -3.247, -2.208], [-0.699, -2.053, -1.571], [0.225, -1.485, -0.679], [4.824, 1.020, 5.018], [3.934, 2.710, 3.435], [2.673, 1.997, 1.438], [3.216, -2.090, 2.544], [4.473, -1.389, 4.556], [2.665, -3.883, -0.964], [0.968, -4.865, -2.520], [-1.163, -3.665, -2.889], [-1.636, -1.543, -1.771], [-1.695, 2.551, -6.176], [-1.658, 2.038, -4.357], [-2.796, 2.158, -3.572], [-4.404, 2.858, -4.280], [-2.749, 1.754, -2.230], [-4.231, 1.915, -1.069], [-1.590, 1.231, -1.694], [-1.477, 0.814, -0.421], [-0.408, 1.148, -2.473], [0.651, 0.684, -1.882], [-0.472, 1.537, -3.811], [1.117, 1.353, -4.810], [-4.542, -3.423, 1.195], [-3.433, -1.616, 0.973], [-3.793, -1.043, 2.996], [-4.097, -4.053, 1.962], [-4.515, -3.953, 0.245], [-5.576, -3.194, 1.446], [-4.840, -1.223, 3.231], [-3.585, 0.020, 3.091], [-3.156, -1.603, 3.678], [1.724, -1.611, 10.428], [1.369, -1.290, 9.383], [0.926, -0.891, 8.075], [1.130, -1.733, 6.985], [0.704, -1.356, 5.727], [0.072, -0.128, 5.544], [-0.129, 0.715, 6.632], [0.294, 0.334, 7.892], [-0.353, 0.268, 4.257], [-1.089, 1.399, 3.919], [-1.142, 1.428, 2.568], [-0.455, 0.345, 2.062], [0.001, -0.323, 3.083], [1.622, -2.685, 7.125], [0.870, -2.026, 4.897], [-0.599, 1.678, 6.503], [0.139, 0.993, 8.735], [-1.504, 2.056, 4.658], [-1.609, 2.131, 1.898], [0.592, -1.217, 3.012], [0.995, 5.123, 0.420], [0.890, 3.504, 0.335], [0.814, 2.336, 0.322]], "lowdin_spin": [1.088, 0.000, 0.000, 0.000, 0.000, 0.000, 0.000, -0.013, -0.035, -0.003, -0.005, 0.003, -0.006, -0.002, -0.038, 0.000, 0.000, 0.000, 0.000, 0.000, 0.000, 0.000, -0.001, 0.000, -0.001, -0.004, 0.003, 0.001, -0.003, 0.000, 0.005, -0.015, -0.002, 0.006, 0.002, 0.001, 0.000, 0.000, 0.000, 0.000, 0.000, 0.000, 0.000, 0.000, 0.000, 0.000, 0.000, 0.000, 0.000, 0.000, 0.000, 0.000, 0.000, 0.003, -0.001, 0.001, -0.002, 0.008, 0.000, 0.000, 0.000, 0.000, 0.000, 0.000, 0.000, 0.008, 0.007, -0.003]}